Entry 1:
Here is a cluster of 2 separate species, C18H29BrCl2F3N3O4P2 in total at a distorted geometry from the OMol25 dataset. Energies are from wB97M-V/def2-TZVPD.

Values from the calculation:
- LUMO energy (eV) = -1.47
- net charge = 0
- DFT total energy (Eh) = -5645.17418
- gap between HOMO and LUMO (eV) = 6.77
- highest occupied orbital energy (eV) = -8.24
- 2S+1 = 1

```
62
Properties=species:S:1:pos:R:3:forces:R:3
C 7.8416 -0.2635 -3.7216 0.087 -1.101 0.014
C 7.2824 -0.8313 -2.3881 1.118 0.748 0.222
C 6.3169 0.1224 -1.6151 0.064 -0.667 -1.014
Cl 6.4765 1.8294 -2.2662 -0.090 -0.262 0.306
C 4.8404 -0.2434 -1.7122 1.050 0.235 -0.029
C 3.9780 0.3292 -0.8920 -0.965 0.316 0.380
Cl 4.4377 1.4869 0.3280 -0.518 -0.673 -0.340
C 2.4954 -0.0140 -1.0299 1.420 0.739 -1.693
O 1.7897 -0.1428 -0.0965 -1.341 -0.114 1.711
C 2.0231 -0.1919 -2.4710 -0.779 0.489 -0.022
C 0.6690 0.3036 -2.9394 -0.494 0.433 1.115
C -0.4995 -0.0167 -1.9707 -0.513 0.022 -1.012
C -1.7650 0.7221 -2.4412 0.787 -0.260 0.616
F -1.8985 1.8721 -1.7564 -0.108 0.379 0.008
F -2.8675 0.0076 -2.2216 -0.343 -0.238 0.007
F -1.7502 1.0392 -3.7393 -0.038 0.055 -0.386
C 2.8784 -0.7716 -3.2927 1.605 -1.241 -0.084
P 2.5428 -1.0714 -5.0836 0.021 1.269 -0.609
O 4.0909 -1.1454 -5.6945 -1.142 -0.980 0.392
Br 1.6315 -3.1337 -5.3092 0.591 0.221 0.394
C 4.2366 -1.1969 -2.7144 -1.343 1.436 -0.105
O 4.6949 -2.2362 -3.0539 1.014 -1.332 -0.313
H 7.0568 0.0778 -4.4041 0.229 0.124 0.167
H 8.3819 -1.0807 -4.2295 -0.263 0.184 0.128
H 8.6032 0.4994 -3.5331 -0.490 0.113 -0.108
H 8.1733 -0.9375 -1.7469 -0.339 -0.085 -0.062
H 6.8872 -1.8435 -2.5154 -0.263 0.441 0.041
H 6.6149 0.2069 -0.5671 -0.205 -0.062 -0.231
H 0.3919 -0.0681 -3.9298 0.345 -0.039 0.207
H 0.7141 1.4042 -3.0305 0.208 -0.299 0.018
H -0.7317 -1.0879 -2.0404 0.150 0.224 0.356
H -0.3360 0.3052 -0.9405 0.119 -0.323 -0.225
H 4.2541 -2.0689 -5.9528 0.443 0.271 0.103
C -2.1866 -0.2467 1.5673 0.221 0.497 0.086
N -3.5840 -0.5807 1.7680 -0.284 0.166 -0.571
C -4.2221 -0.7833 0.4676 -0.469 -0.296 0.066
P -4.6325 0.0166 3.0123 5.808 -4.547 1.661
O -5.6001 -1.1494 3.0040 -2.310 3.012 -0.926
N -3.9588 -0.3319 4.5708 -0.188 0.008 0.531
C -2.5589 -0.6501 4.7729 0.285 0.582 -0.094
C -4.7700 -1.1489 5.4689 -0.267 -0.101 -0.164
N -3.8419 1.5920 3.0370 -3.146 0.968 -0.091
C -4.0707 2.4013 4.2584 0.250 0.066 0.436
C -4.3231 2.4419 1.9155 0.386 -0.107 -0.532
H -2.0315 0.7704 1.1781 0.037 0.014 -0.018
H -1.7425 -0.9385 0.8454 -0.244 -0.064 -0.053
H -1.5871 -0.3584 2.4649 -0.168 0.134 0.091
H -4.3168 0.1533 -0.0957 0.098 -0.045 -0.122
H -5.2207 -1.2069 0.5750 0.033 0.058 0.198
H -3.6507 -1.4858 -0.1425 0.117 0.049 0.092
H -2.2742 -1.5945 4.2930 0.082 0.008 -0.017
H -2.3347 -0.7342 5.8399 -0.216 -0.084 0.012
H -1.9126 0.1569 4.4208 -0.031 -0.085 -0.196
H -4.7121 -2.2150 5.2187 -0.093 -0.013 0.037
H -5.8143 -0.8453 5.4402 0.022 -0.102 -0.107
H -4.4364 -1.0232 6.5028 0.197 0.105 -0.092
H -5.1351 2.5091 4.4828 0.024 0.133 0.043
H -3.6405 3.3976 4.1325 -0.092 -0.040 -0.318
H -3.5774 1.9781 5.1277 -0.095 -0.265 -0.119
H -5.4055 2.5901 1.9553 0.019 0.170 0.002
H -4.0741 2.0061 0.9476 -0.013 -0.180 0.076
H -3.8399 3.4188 1.9424 0.021 -0.063 0.137
```
Positions in Å, forces in eV/Å.


Entry 2:
Here is a cluster of 2 separate species, C8H15N2S in total at a distorted geometry from the OMol25 dataset. Energies are from wB97M-V/def2-TZVPD.

Values from the calculation:
- LUMO energy (eV) = -4.39
- net charge = +1
- ΔE to the lowest compared entry with this formula, charge and spin (kJ/mol) = 232.3
- DFT total energy (Eh) = -821.19424
- gap between HOMO and LUMO (eV) = 8.03
- highest occupied orbital energy (eV) = -12.42
- 2S+1 = 1

```
26
Properties=species:S:1:pos:R:3:forces:R:3
C 4.1769 -1.3843 0.0932 2.096 -1.591 -3.539
C 0.3524 1.6849 1.3785 -0.043 1.110 -0.120
C 0.0429 1.9187 -0.1598 0.809 -2.552 2.133
C -0.8096 0.9120 1.9455 -0.879 -0.456 1.966
C 0.0837 0.4236 -0.6738 1.696 1.246 1.363
C -1.1605 -0.5126 1.2057 5.484 3.805 4.239
C -2.0407 -1.1177 -2.2604 -0.068 -0.141 -3.250
C -1.9703 -0.9638 -0.8350 0.630 1.393 -1.071
N 4.8209 -1.7925 -0.8307 0.460 -1.028 0.302
N -1.0182 -0.3710 -0.1769 -2.240 -1.354 -1.287
S 3.2458 -0.5847 0.9686 -2.051 1.733 2.849
H 1.1920 0.9620 1.5431 -0.110 1.197 -0.477
H 0.5420 2.6351 2.0186 -0.333 -1.568 -1.281
H -0.9971 2.1355 -0.2667 -0.504 1.408 -0.197
H 0.7903 2.5352 -0.6690 -0.543 -0.162 -0.122
H -0.5460 0.8675 3.0640 -0.506 -1.132 -1.502
H -1.7415 1.4517 2.0210 -0.301 0.642 -0.554
H 0.1643 0.4917 -1.7042 -0.221 -0.726 -2.071
H 1.0130 0.0561 -0.2165 -0.319 -0.557 -0.629
H -0.3592 -1.0876 1.7197 -0.609 -0.630 -1.122
H -2.0872 -0.7646 1.4937 -3.137 -1.285 0.817
H -2.7231 -1.9986 -2.5309 0.796 1.630 0.266
H -2.2667 -0.1715 -2.8770 -0.432 -1.208 1.195
H -1.0673 -1.3200 -2.7065 0.287 -0.366 0.203
H 5.2542 -2.6729 -1.1267 -0.347 0.794 0.424
H -2.8910 -1.3321 -0.4175 0.386 -0.202 1.466
```
Positions in Å, forces in eV/Å.


Entry 3:
Here is an isolated molecule of C20H19NO2 at a distorted geometry from the OMol25 dataset. Energies are from wB97M-V/def2-TZVPD.

Values from the calculation:
- LUMO energy (eV) = -0.05
- net charge = 0
- ΔE to the lowest compared entry with this formula, charge and spin (kJ/mol) = 296.9
- DFT total energy (Eh) = -978.64302
- gap between HOMO and LUMO (eV) = 7.22
- highest occupied orbital energy (eV) = -7.26
- 2S+1 = 1

```
42
Properties=species:S:1:pos:R:3:forces:R:3
O 1.9986 2.1823 -0.2839 0.394 -0.275 -0.276
C 1.8666 1.0503 -0.7727 -1.478 0.501 0.514
C 0.6483 0.2952 -0.7965 0.081 -1.326 0.429
C -0.6364 0.7697 -0.2195 0.787 1.624 -2.091
C -1.8484 -0.0699 -0.6939 0.128 0.619 0.053
C -2.2197 -1.3669 -0.2582 -0.623 1.382 -0.668
C -3.4198 -1.9268 -0.7495 1.318 0.601 0.288
C -4.1596 -1.2203 -1.6947 0.387 0.779 -0.457
C -3.7313 0.0269 -2.2209 0.102 -0.412 0.228
C -2.5561 0.5883 -1.7056 -0.359 0.116 -0.095
N -0.6330 1.0011 1.2600 0.010 -7.538 3.696
C 0.5175 1.2118 2.2607 0.678 -0.129 -0.578
C -0.1270 1.3885 3.6425 0.299 0.127 -0.229
C -1.6437 1.2523 3.5015 -0.365 -0.014 -0.569
C -1.9542 1.0137 2.0118 -0.824 -0.451 -0.438
C 0.9266 -1.0424 -1.3286 -1.052 -0.196 0.374
O 0.2110 -2.0427 -1.4627 0.304 0.637 0.118
C 2.3739 -1.0707 -1.6568 1.419 0.301 -0.034
C 3.1920 -2.1393 -2.0432 -0.553 0.446 0.236
C 4.5668 -1.9110 -2.1080 0.674 1.131 0.117
C 5.1318 -0.6179 -1.8235 -0.908 -1.116 -0.311
C 4.2835 0.4339 -1.4530 0.097 -0.125 0.101
C 2.9182 0.1788 -1.3492 1.167 -0.461 -0.312
H -0.7054 1.8363 -0.3996 -0.670 0.243 -1.824
H -1.5967 -1.9030 0.4443 0.004 -0.128 0.050
H -3.6790 -2.9254 -0.3955 -0.237 0.337 -0.259
H -5.0628 -1.6528 -2.0724 -0.401 -0.177 -0.162
H -4.2917 0.5604 -3.0243 0.418 -0.665 0.825
H -2.1505 1.5629 -2.0705 -0.581 -0.933 0.294
H -0.5046 -0.1455 1.3431 -0.393 3.186 0.194
H 1.1990 2.0109 1.9489 -0.395 -0.190 -0.072
H 1.0224 0.2398 2.1922 0.582 0.728 0.231
H 0.1387 2.3708 4.0134 -0.011 0.143 0.158
H 0.2723 0.6579 4.3485 0.002 0.064 -0.132
H -2.0373 0.4322 4.1090 0.066 0.145 -0.149
H -2.1566 2.1588 3.8022 0.023 0.102 0.237
H -2.3154 -0.0267 1.8382 -0.439 1.176 0.287
H -2.6881 1.7265 1.5731 0.723 -0.398 0.211
H 2.7287 -3.1165 -2.2345 0.364 0.431 0.035
H 5.2351 -2.7280 -2.3811 -0.134 0.216 0.063
H 6.2150 -0.4702 -1.8928 -0.476 -0.090 0.027
H 4.6711 1.4269 -1.1984 -0.131 -0.414 -0.108
```
Positions in Å, forces in eV/Å.


Entry 4:
Here is a structure of composition C2H6N2S2 at a distorted geometry from the OMol25 dataset. Energies are from wB97M-V/def2-TZVPD.

Values from the calculation:
- LUMO energy (eV) = -0.89
- net charge = 0
- ΔE to the lowest compared entry with this formula, charge and spin (kJ/mol) = 773.8
- DFT total energy (Eh) = -985.38880
- gap between HOMO and LUMO (eV) = 7.09
- highest occupied orbital energy (eV) = -7.98
- 2S+1 = 1

```
12
Properties=species:S:1:pos:R:3:forces:R:3
C 0.3352 -0.7829 1.1800 2.852 0.630 0.642
C -0.1253 0.2008 0.1680 -3.615 1.265 -0.234
H 0.7661 0.2025 2.1499 -1.429 -3.879 -2.538
H -0.5737 -1.6913 1.5237 3.379 2.998 -0.997
H 1.4028 -1.1110 0.4700 -3.023 -0.034 3.345
H 0.4173 1.1195 -1.9584 -0.369 -4.957 2.985
H 2.2988 -2.0359 -1.1271 -3.606 0.418 -1.617
H -2.5300 2.8292 0.4506 0.891 -1.043 -1.047
N 0.3684 0.0174 -1.1936 -0.398 1.822 -1.543
N -1.0791 1.0443 0.6268 3.352 -2.443 -1.340
S 0.5683 -1.7892 -1.8148 3.272 3.467 2.306
S -1.8487 1.9966 -0.4750 -1.305 1.756 0.037
```
Positions in Å, forces in eV/Å.


Entry 5:
Here is a structure of composition C34H22AuF2N4OS3 from the OMol25 dataset. Energies are from wB97M-V/def2-TZVPD.

Values from the calculation:
- LUMO energy (eV) = 1.99
- net charge = -1
- ΔE to the lowest compared entry with this formula, charge and spin (kJ/mol) = 89.0
- DFT total energy (Eh) = -3133.13080
- gap between HOMO and LUMO (eV) = 6.59
- highest occupied orbital energy (eV) = -4.60
- 2S+1 = 1

```
67
Properties=species:S:1:pos:R:3:forces:R:3
Au 0.5197 -1.0782 0.0978 0.675 0.528 0.495
F -0.8531 -2.2280 5.1460 -0.007 0.010 0.009
C -0.7682 -1.2540 4.2013 -0.004 -0.036 -0.046
C -0.3761 -1.5889 2.9245 -0.016 -0.075 -0.001
C -0.2697 -0.6152 1.9217 -0.162 -0.016 -0.380
C -0.5826 0.7145 2.2795 -0.087 0.086 -0.039
C -0.9704 0.9881 3.5827 -0.147 0.042 0.122
F -1.2996 2.2647 3.9372 0.018 -0.020 -0.028
C -1.0848 0.0358 4.5752 0.023 0.014 -0.047
C -0.4194 1.8413 1.3164 0.144 -0.027 0.006
C 0.3185 2.9678 1.6910 0.110 -0.034 0.047
C 0.5571 3.9713 0.7740 0.030 0.039 -0.005
C 0.0554 3.8372 -0.5109 -0.034 -0.038 0.023
C -0.6712 2.6935 -0.7939 -0.020 -0.011 -0.084
N -0.9191 1.7230 0.0824 -0.129 0.018 0.036
H -0.1319 -2.6239 2.7159 0.004 0.021 0.011
H -1.4046 0.2902 5.5746 -0.001 0.004 -0.005
H 0.7310 3.0270 2.6890 -0.037 -0.006 -0.007
H 1.1472 4.8364 1.0518 -0.014 0.003 0.004
H 0.2242 4.5875 -1.2716 0.017 -0.029 -0.012
H -1.0664 2.5438 -1.7968 -0.020 -0.006 0.040
O 1.8985 -1.3389 -1.4834 -0.182 -0.423 0.134
C 3.2286 -1.2869 -1.1391 0.031 0.196 -0.087
C 3.7109 0.1693 -1.2534 0.020 -0.028 0.087
C 3.1509 1.2346 -0.6121 0.015 0.106 0.005
C 3.7597 2.4736 -0.9510 0.020 -0.024 0.006
C 4.7781 2.3274 -1.8467 -0.041 -0.001 0.015
S 4.9914 0.6855 -2.2751 0.023 -0.054 -0.034
C 4.0130 -2.1756 -2.1140 -0.085 -0.047 0.043
C 3.5419 -2.6517 -3.2968 0.033 -0.009 -0.143
C 4.4866 -3.4651 -3.9880 -0.039 0.030 0.055
C 5.6562 -3.5981 -3.3034 -0.007 0.017 -0.029
S 5.6096 -2.7478 -1.8189 0.040 0.037 0.064
C 3.5339 -1.7767 0.2838 -0.112 0.035 -0.075
C 4.3698 -1.2672 1.2305 0.084 -0.052 0.103
C 4.3757 -2.0276 2.4400 -0.009 0.086 -0.080
C 3.5440 -3.1028 2.3756 0.039 0.069 -0.019
S 2.7533 -3.1922 0.8642 0.000 -0.234 -0.094
H 2.3171 1.1209 0.0703 0.015 0.003 -0.022
H 3.4512 3.4279 -0.5448 -0.005 -0.013 -0.015
H 5.4048 3.0899 -2.2822 -0.019 0.005 0.027
H 2.5432 -2.4163 -3.6346 0.014 -0.016 0.033
H 4.2965 -3.9370 -4.9427 0.011 0.017 0.008
H 6.5387 -4.1507 -3.5854 -0.027 -0.012 -0.009
H 4.9555 -0.3717 1.0737 -0.038 0.001 0.007
H 4.9513 -1.7645 3.3169 0.004 -0.009 -0.011
H 3.3191 -3.8203 3.1495 0.040 0.011 -0.011
N -8.4367 4.0099 -1.3513 -0.016 0.019 -0.006
C -7.6511 3.1770 -1.2493 0.204 -0.219 0.020
C -6.6711 2.1228 -1.1212 -0.213 0.199 -0.018
C -5.3116 2.4173 -1.1605 0.093 0.039 -0.011
C -4.3779 1.4077 -1.0210 -0.024 0.109 -0.018
C -4.7995 0.0932 -0.8550 0.104 -0.101 0.048
C -6.1568 -0.2061 -0.8212 -0.122 0.005 -0.033
C -7.0897 0.8069 -0.9482 -0.024 -0.095 0.016
N -3.8438 -0.9261 -0.7042 -0.069 0.034 -0.067
C -3.9415 -2.0525 0.0997 0.016 0.171 0.019
C -2.7432 -2.6778 -0.0077 0.148 -0.031 -0.078
N -1.9131 -1.9941 -0.8721 -0.338 -0.372 -0.203
C -2.5936 -0.9639 -1.2690 0.021 0.078 0.182
H -4.9870 3.4430 -1.2757 0.002 -0.015 -0.004
H -3.3220 1.6332 -0.9957 0.087 0.018 0.060
H -6.4790 -1.2334 -0.7166 0.007 0.010 0.016
H -8.1475 0.5816 -0.9235 0.014 -0.009 0.002
H -4.8101 -2.2498 0.7026 0.007 0.014 -0.003
H -2.4068 -3.5640 0.5047 -0.020 -0.001 -0.028
H -2.2335 -0.1965 -1.9356 -0.047 -0.015 0.009
```
Positions in Å, forces in eV/Å.